(a)
C6H7Cl2N | ωB97M-V/def2-TZVPD

Properties
LUMO level ... 0.763 eV
HOMO energy ... -0.3301 hartree
Net charge ... 0
Multiplicity ... 1

Cartesian coordinates (Å):
C1 -0.75166 0.62647 -0.90630
C2 -0.01986 -0.70485 1.56751
C3 -1.70042 0.25820 -0.10336
C4 -1.45775 -0.41862 1.25895
C5 1.04446 0.41920 -0.18445
C6 1.84358 -0.13046 -1.40217
N1 0.99172 -0.39766 0.89911
Cl1 -3.39009 0.39509 -0.42189
Cl2 1.61935 2.06517 0.27480
H1 -0.58458 1.03518 -1.87475
H2 0.10870 -1.35315 2.39694
H3 -2.18689 -1.35334 1.28995
H4 -1.79423 0.19853 2.17754
H5 2.90079 -0.29977 -1.00057
H6 1.97811 0.59435 -2.16157
H7 1.39878 -0.93436 -1.80973

Results of the Mulliken charge analysis, in e, for atoms 1 through 8: atom 1 (C): -0.64, atom 2 (C): -0.20, atom 3 (C): 0.34, atom 4 (C): -0.51, atom 5 (C): 0.71, atom 6 (C): -1.39, atom 7 (N): -0.49, atom 8 (Cl): -0.21


(b)
C6H7Cl2N | ωB97M-V/def2-TZVPD

Properties
SMILES ... N[C@@]1(Cl)C=CC=C[C@H]1Cl
LUMO level ... -0.025 eV
HOMO energy ... -0.3307 hartree
Net charge ... 0
Multiplicity ... 1

Cartesian coordinates (Å):
N1 0.29979 1.89175 1.26782
C1 0.55998 0.89300 0.31553
Cl1 1.72494 1.61360 -0.94389
C2 1.08932 -0.31021 0.83568
C3 0.86064 -1.52200 0.36359
C4 -0.06932 -1.92081 -0.66937
C5 -0.96668 -0.96202 -1.13697
C6 -0.90264 0.46300 -0.78707
Cl2 -2.39114 0.90257 0.05289
H1 -0.58137 1.64352 1.84857
H2 0.07636 2.82208 1.04648
H3 1.77720 -0.19973 1.57219
H4 1.25194 -2.42396 0.85359
H5 -0.12866 -2.85241 -1.16240
H6 -1.80699 -1.05198 -1.81317
H7 -0.79338 1.01362 -1.64348

Results of the Mulliken charge analysis, in e, for atoms 1 through 8: atom 1 (N): -0.65, atom 2 (C): 0.37, atom 3 (Cl): -0.23, atom 4 (C): -0.66, atom 5 (C): -0.14, atom 6 (C): -0.48, atom 7 (C): -0.42, atom 8 (C): -0.10


(b) ends up most stable, edging out the next structure by 0.340 eV.


(a)
CH6N4S | ωB97M-V/def2-TZVPD

Properties
SMILES ... [H]/N=[N+](\[S-])C(N)N
LUMO level ... -0.040 eV
HOMO energy ... -0.3112 hartree
Net charge ... 0
Multiplicity ... 1

Cartesian coordinates (Å):
H1 2.25913 1.50202 -0.00400
N1 1.22714 1.37384 0.00686
N2 0.95803 0.34763 0.67501
S1 1.93396 -0.58312 1.52404
C1 -0.56016 -0.09851 0.19507
N3 -0.55659 -1.53675 -0.03060
N4 -1.00741 0.60043 -0.89328
H2 -1.23307 0.21777 1.19573
H3 -0.94894 -1.97811 0.77038
H4 -0.90650 -1.77574 -1.05426
H5 -0.76118 1.55696 -0.71117
H6 -0.40439 0.37357 -1.67379

Results of the Mulliken charge analysis, in e, for atoms 1 through 8: atom 1 (H): 0.25, atom 2 (N): -0.80, atom 3 (N): 0.50, atom 4 (S): -0.25, atom 5 (C): 0.11, atom 6 (N): -0.51, atom 7 (N): -0.66, atom 8 (H): 0.24


(b)
CH6N4S | ωB97M-V/def2-TZVPD

Properties
LUMO level (spin up / spin down) ... -0.655 / -0.621 eV
HOMO energy (spin up / spin down) ... -0.2933 / -0.2932 hartree
Net charge ... 0
Multiplicity ... 1

Cartesian coordinates (Å):
C1 0.34942 -1.43118 0.94904
N1 1.01695 0.48523 -1.29028
N2 0.01806 0.26973 -0.58499
N3 1.30107 1.77053 -1.41368
N4 -0.47490 -0.65542 0.05147
S1 -2.25096 0.25943 1.22452
H1 0.75690 -2.22827 0.39700
H2 0.89027 -0.90694 1.75933
H3 -0.45246 -1.97784 1.56986
H4 0.68392 2.37718 -0.87143
H5 1.55735 2.05422 -2.37130
H6 -3.39561 -0.01667 0.58046

Results of the Mulliken charge analysis, in e, for atoms 1 through 8: atom 1 (C): -0.73, atom 2 (N): -0.53, atom 3 (N): 0.66, atom 4 (N): -0.29, atom 5 (N): -0.46, atom 6 (S): -0.26, atom 7 (H): 0.39, atom 8 (H): 0.31


(a) ends up most stable, edging out the next structure by 3.017 eV.